This record from OMol25 describes an isolated ion of composition CH4NO and charge -1 in a non-equilibrium geometry. The level of theory is ωB97M-V/def2-TZVPD.

Positions of all 7 atoms, in Å:
C  -0.06952  -0.18574  0.24698
N  1.14062  0.53710  0.13036
O  2.29135  -0.33344  -0.19229
H  -0.52234  -0.62720  -0.63481
H  -0.04081  -1.10140  0.93809
H  -0.97786  0.39119  0.44447
H  1.23249  1.23766  -0.65772

Results
Net charge: -1
Spin multiplicity: 1
ΔE to the lowest compared entry with this formula, charge and spin (kcal/mol): 57.6
SMILES string: CN[O-]
LUMO energy (eV): 4.92
HOMO energy (eV): -1.0



This record from OMol25 describes a 2-piece molecular cluster, CH4NO2 overall in a non-equilibrium geometry. The level of theory is ωB97M-V/def2-TZVPD.

Positions of all 8 atoms, in Å:
O  2.49990  1.28783  -0.67338
H  2.02481  0.48151  -0.41322
C  -0.42128  -1.20032  0.49048
N  -1.81230  -0.88754  0.84453
O  -0.10826  -0.70709  -0.59820
H  1.88908  1.65384  -1.32635
H  -1.92376  -0.27684  1.64638
H  -2.14821  -0.35140  0.02975

Results
Net charge: -1
Spin multiplicity: 1
ΔE to the lowest compared entry with this formula, charge and spin (kcal/mol): 47.1
LUMO energy (eV): 4.58
HOMO energy (eV): -1.8



Please write out number 1 again, unchanged.
This record from OMol25 describes an isolated ion of composition CH4NO and charge -1 in a non-equilibrium geometry. The level of theory is ωB97M-V/def2-TZVPD.

Positions of all 7 atoms, in Å:
C  -0.06952  -0.18574  0.24698
N  1.14062  0.53710  0.13036
O  2.29135  -0.33344  -0.19229
H  -0.52234  -0.62720  -0.63481
H  -0.04081  -1.10140  0.93809
H  -0.97786  0.39119  0.44447
H  1.23249  1.23766  -0.65772

Results
Net charge: -1
Spin multiplicity: 1
ΔE to the lowest compared entry with this formula, charge and spin (kcal/mol): 57.6
SMILES string: CN[O-]
LUMO energy (eV): 4.92
HOMO energy (eV): -1.0



Q: Among the records above, which one has the lowest HOMO energy?
A: CH4NO2



Q: Which formula does entry 1 have?
A: CH4NO